# 1
9
Properties=species:S:1:pos:R:3:forces:R:3 method="wB97M-V/def2-TZVPD" total_charge=0 e_lumo_ev=0.8 relative_energy_kcal_mol=27.2 smiles="N=C=O.C"
N 1.637 -0.251 -0.086 0.31 0.72 0.04
C 1.101 0.844 0.026 0.79 0.76 0.03
O 0.542 1.860 0.133 0.30 -0.72 -0.07
H 2.636 -0.294 -0.127 0.46 0.00 -0.02
C -1.186 -0.409 0.012 -0.38 -0.44 -0.01
H -1.397 0.109 0.953 0.06 -0.21 -0.15
H -1.721 -1.345 -0.040 -0.74 -0.07 0.02
H -1.456 0.243 -0.824 0.08 -0.24 0.12
H -0.155 -0.755 -0.048 -0.88 0.20 0.05

---

# 2
12
Properties=species:S:1:pos:R:3:forces:R:3 method="wB97M-V/def2-TZVPD" total_charge=0 e_lumo_ev=1.0 relative_energy_kcal_mol=20.1 smiles="CC(C)=O.[H][H]"
C -0.858 -0.660 0.437 -0.10 0.03 -0.02
C 0.278 0.282 0.095 0.01 0.17 -0.05
C 1.667 -0.145 0.515 0.07 0.03 -0.04
O 0.095 1.343 -0.464 0.09 -0.40 0.28
H -1.803 -0.271 0.055 0.15 -0.04 0.06
H -0.674 -1.658 0.023 0.02 0.17 0.04
H -0.925 -0.776 1.526 0.04 0.03 -0.14
H 1.863 -1.192 0.262 -0.06 0.16 0.05
H 2.399 0.507 0.036 -0.06 -0.12 0.10
H 1.756 -0.044 1.604 -0.02 -0.04 -0.14
H -2.172 1.223 -2.283 -0.04 0.02 -0.04
H -1.625 1.390 -1.806 -0.11 -0.01 -0.10

---

# 3
16
Properties=species:S:1:pos:R:3:forces:R:3 method="wB97M-V/def2-TZVPD" total_charge=0 e_lumo_ev="1.2 / 1.0" relative_energy_kcal_mol=127.5
C -0.286 -0.146 1.834 -1.86 1.45 -0.02
C -0.037 0.235 0.384 -1.43 1.65 -0.16
N 0.712 1.473 -1.956 4.43 -4.45 1.92
N -0.032 -1.901 -0.191 -1.29 -2.38 -1.44
N 0.592 0.136 -2.247 -0.53 -0.02 -0.20
N -0.701 -0.768 -0.374 0.39 -0.28 -0.89
H -0.683 -1.128 1.919 0.06 -0.98 -0.01
H 0.553 -0.046 2.452 1.20 0.34 1.07
H -1.130 0.476 2.180 0.59 -0.01 0.34
H -0.639 1.222 0.098 2.00 -1.79 0.77
H 1.045 0.245 0.098 -0.79 0.47 0.44
H 0.306 2.133 -2.475 -2.10 2.97 -2.71
H 1.753 1.479 -1.937 -1.20 1.48 0.22
H -0.308 -2.643 -0.869 0.55 0.91 0.99
H 0.930 -1.917 0.101 0.42 0.28 -0.10
H -0.339 -0.100 -2.565 -0.44 0.36 -0.22

---

# 4
2
Properties=species:S:1:pos:R:3:forces:R:3 method="wB97M-V/def2-TZVPD" total_charge=0 e_lumo_ev=-1.3 relative_energy_kcal_mol=2.1
Na -0.585 0.182 1.352 0.31 -0.10 -0.72
I 0.585 -0.182 -1.352 -0.31 0.10 0.72

---

# 5
49
Properties=species:S:1:pos:R:3:forces:R:3 method="wB97M-V/def2-TZVPD" s_squared=6.070 total_charge=+1 e_lumo_ev="-3.3 / -3.8" spin_multiplicity=5
Os 14.548 11.143 5.841 0.40 1.28 0.00
O 15.612 12.018 7.261 -0.17 0.08 -0.22
C 16.586 12.913 7.092 0.43 0.23 0.41
C 17.538 12.987 8.125 0.05 0.54 0.59
C 18.636 13.838 7.989 -0.95 -1.54 0.30
C 18.835 14.519 6.832 -0.83 0.22 -0.58
C 17.873 14.569 5.859 -0.62 0.00 -0.68
C 16.695 13.812 6.004 -0.36 -0.11 0.07
C 15.498 14.007 5.170 0.34 -1.04 -0.66
N 14.636 13.042 4.766 -0.26 0.78 1.22
C 13.622 13.712 4.099 -1.09 -0.05 -1.43
C 13.930 15.022 3.914 1.01 -0.71 1.46
N 15.111 15.178 4.654 0.05 2.09 -0.19
H 17.294 12.469 9.067 0.39 0.04 -0.69
H 19.443 13.944 8.671 0.14 -0.31 1.12
H 19.722 15.056 6.797 1.42 1.08 -0.65
H 18.058 15.162 4.959 -0.30 -0.10 0.25
H 12.672 13.287 3.722 1.13 -0.25 0.36
H 13.456 15.836 3.402 -0.12 0.01 0.07
H 15.480 16.114 4.936 -0.19 -1.50 -0.48
C 8.397 8.376 4.630 -0.61 -1.81 -0.45
C 9.439 9.239 5.272 -0.51 -1.46 -0.78
C 9.292 9.773 6.487 -0.39 0.47 0.19
C 10.340 10.514 7.013 -0.23 -0.46 1.57
N 11.499 10.607 6.434 1.38 0.80 -0.50
C 11.656 10.080 5.230 1.02 0.23 -0.12
S 13.062 10.296 4.228 -0.63 -0.15 0.42
N 10.657 9.385 4.689 -0.48 -0.26 -1.33
C 10.186 11.156 8.342 -1.29 0.21 0.33
H 7.531 8.011 5.252 1.05 1.09 -0.08
H 8.823 7.400 4.310 0.23 0.61 0.12
H 7.962 8.770 3.713 0.12 0.44 0.01
H 8.376 9.674 7.013 -0.61 -0.06 0.33
H 10.892 9.092 3.742 -0.68 -0.42 0.13
H 10.908 11.967 8.359 -0.24 0.23 0.46
H 10.370 10.462 9.186 0.14 0.20 -0.56
H 9.100 11.472 8.452 1.43 0.03 0.00
N 14.492 9.642 6.938 -0.27 0.40 -0.13
C 14.588 8.518 7.589 -1.83 -0.45 -0.25
C 15.799 7.810 7.610 0.12 -0.76 0.69
C 15.831 6.556 8.125 -0.36 -1.67 1.04
C 14.648 5.942 8.640 1.82 -0.10 0.30
C 13.423 6.623 8.642 3.90 1.09 -1.44
C 13.370 7.888 8.115 1.71 -0.25 -0.21
H 16.744 8.191 7.334 0.52 1.01 -0.67
H 16.806 6.014 8.216 -1.08 0.51 -0.19
H 14.853 4.979 9.145 -0.82 0.50 -0.43
H 12.626 6.151 9.008 -3.27 -1.60 1.42
H 12.424 8.355 8.055 -0.64 0.88 -0.14

---

# 6
14
Properties=species:S:1:pos:R:3:forces:R:3 method="wB97M-V/def2-TZVPD" total_charge=0 e_lumo_ev=1.0 relative_energy_kcal_mol=41.2 smiles="COCCC=O"
C -0.305 -1.791 0.015 0.09 -0.29 0.02
O -0.812 -0.546 -0.426 -0.06 -0.01 -0.01
C -0.858 0.422 0.606 -0.05 0.11 0.20
C 0.218 1.505 0.393 0.00 0.09 0.02
C 1.366 0.928 -0.412 0.22 -0.17 0.18
O 2.226 0.234 0.078 -0.29 0.30 -0.22
H -0.327 -2.462 -0.846 0.01 0.05 0.13
H -0.933 -2.211 0.817 0.10 0.08 -0.18
H 0.730 -1.706 0.381 -0.24 0.00 -0.09
H -0.726 -0.068 1.578 0.04 0.10 -0.11
H -1.854 0.881 0.602 0.14 -0.07 0.00
H 0.612 1.842 1.356 -0.07 0.00 -0.11
H -0.205 2.365 -0.136 0.08 -0.12 0.02
H 1.380 1.165 -1.496 0.02 -0.07 0.15

---

# 7
12
Properties=species:S:1:pos:R:3:forces:R:3 method="wB97M-V/def2-TZVPD" total_charge=0 e_lumo_ev=0.8 relative_energy_kcal_mol=83.0
C -1.168 0.996 0.471 0.28 -0.28 -0.41
C -0.849 -0.455 -0.094 -0.38 -0.97 -0.90
O -1.482 -1.375 0.311 0.26 0.30 -0.06
C 0.595 -1.039 -1.191 -1.12 0.54 0.61
C 1.406 -0.355 -0.250 0.51 0.40 0.65
C 1.636 0.326 0.722 1.21 -0.34 -0.41
H -2.259 1.141 0.411 0.43 -0.33 -0.29
H -0.663 1.821 -0.031 0.03 -0.24 -0.15
H -0.929 1.081 1.544 0.09 -0.46 -0.52
H 0.820 -0.799 -2.254 -0.78 0.37 0.73
H 0.660 -2.139 -1.089 -0.57 0.63 0.23
H 2.233 0.796 1.450 0.04 0.39 0.52

---

# 8
97
Properties=species:S:1:pos:R:3:forces:R:3 method="wB97M-V/def2-TZVPD" total_charge=+2 e_lumo_ev=-5.2 relative_energy_kcal_mol=8.1
Au 0.209 -0.120 0.074 0.13 0.01 0.27
C -2.776 0.530 1.430 -0.14 -0.03 0.06
C -1.716 1.528 1.912 0.09 0.13 -0.18
P -0.056 0.796 2.115 -0.17 -0.64 0.03
C -0.114 -0.486 3.385 -0.03 0.10 -0.06
C -0.974 -0.372 4.476 0.00 0.04 -0.04
C -0.995 -1.362 5.447 0.03 0.00 0.00
C -0.148 -2.456 5.340 -0.01 0.03 -0.03
C 0.717 -2.569 4.258 0.00 -0.02 0.02
C 0.731 -1.591 3.277 -0.01 0.01 -0.05
C 1.102 2.075 2.566 0.02 0.09 -0.12
C 2.382 2.162 2.003 0.08 0.09 0.03
C 3.179 3.249 2.368 0.00 -0.06 -0.04
C 2.740 4.204 3.268 0.07 0.01 -0.04
C 1.482 4.096 3.838 -0.11 -0.02 0.05
C 0.666 3.040 3.481 0.07 -0.02 -0.03
P -2.218 -0.639 0.107 0.22 0.27 0.18
C -2.821 -2.239 0.669 0.03 -0.06 -0.12
C -4.177 -2.549 0.561 0.02 -0.05 0.00
C -4.646 -3.754 1.058 -0.02 0.02 0.00
C -3.770 -4.647 1.662 0.02 0.02 -0.01
C -2.421 -4.340 1.770 -0.02 -0.01 0.00
C -1.944 -3.138 1.269 -0.01 0.02 0.05
C -3.074 -0.273 -1.434 0.00 0.00 -0.07
C -3.641 0.966 -1.708 -0.07 -0.10 -0.02
C -4.173 1.214 -2.969 -0.02 -0.03 -0.04
C -4.133 0.236 -3.953 -0.01 0.04 0.04
C -3.553 -1.001 -3.685 0.03 -0.03 0.10
C -3.020 -1.255 -2.432 -0.07 0.03 -0.06
H -3.656 1.082 1.095 0.00 -0.05 0.02
H -3.104 -0.110 2.252 0.02 0.01 0.02
H -2.044 2.021 2.827 0.00 0.00 0.04
H -1.548 2.301 1.155 -0.01 0.05 0.04
H -1.632 0.484 4.575 -0.01 -0.01 0.01
H -1.669 -1.277 6.289 0.00 0.01 0.00
H -0.162 -3.224 6.101 0.00 0.00 0.00
H 1.376 -3.423 4.179 0.00 0.00 -0.01
H 1.388 -1.692 2.419 0.01 -0.01 0.01
H 1.750 0.381 0.527 -0.97 -0.43 -0.46
H 4.173 3.328 1.944 0.00 -0.01 0.00
H 3.389 5.027 3.535 0.01 0.00 0.00
H 1.138 4.828 4.556 0.00 0.00 0.00
H -0.317 2.965 3.927 -0.04 -0.01 0.01
H -4.861 -1.857 0.085 -0.01 -0.01 -0.01
H -5.696 -3.998 0.973 0.00 -0.01 0.00
H -4.141 -5.588 2.047 0.00 -0.01 0.00
H -1.741 -5.037 2.240 0.00 -0.01 0.00
H -0.893 -2.892 1.362 0.02 0.00 -0.02
H -3.655 1.754 -0.968 -0.01 -0.03 -0.02
H -4.617 2.178 -3.176 0.00 0.01 0.00
H -4.559 0.432 -4.928 0.00 0.00 0.00
H -3.525 -1.769 -4.447 0.00 0.00 -0.01
H -2.577 -2.221 -2.220 0.01 -0.01 -0.01
Br 6.230 -1.150 -1.423 -0.11 0.07 0.15
C 4.896 -0.257 -0.437 -0.05 0.03 -0.04
C 4.268 0.858 -0.990 0.14 -0.09 -0.05
C 3.377 1.585 -0.230 -0.17 -0.13 0.25
C 3.030 1.169 1.075 1.04 0.65 0.28
C 3.701 0.055 1.618 -0.29 0.15 -0.11
C 4.596 -0.670 0.859 0.18 -0.10 -0.08
H 4.518 1.172 -1.994 0.00 -0.01 0.00
H 2.883 2.457 -0.638 0.02 0.03 -0.02
H 3.502 -0.232 2.644 0.03 0.00 0.01
H 5.111 -1.521 1.282 -0.01 0.00 0.00
O 3.868 -2.310 -3.399 -0.09 -0.05 -0.11
S 2.923 -1.745 -4.676 0.02 0.07 0.13
O 2.138 -2.855 -5.164 -0.03 -0.06 -0.04
N 1.861 -0.777 -3.794 0.05 -0.04 0.07
C 1.472 -1.197 -2.642 0.14 0.04 0.01
O 0.532 -0.489 -2.022 0.33 -0.74 0.54
C 1.982 -2.376 -1.951 -0.11 0.01 0.03
C 1.286 -3.003 -0.913 0.01 -0.01 0.02
C 1.839 -4.085 -0.259 0.00 0.01 -0.03
C 3.093 -4.558 -0.652 -0.04 0.04 0.00
C 3.771 -3.977 -1.705 0.11 0.01 -0.03
C 3.206 -2.891 -2.361 0.00 -0.01 0.00
H 0.283 -2.670 -0.667 0.04 -0.04 0.02
H 1.291 -4.586 0.528 0.00 0.00 0.00
H 3.527 -5.413 -0.150 0.00 0.00 0.00
H 4.723 -4.357 -2.046 0.03 0.00 0.00
N -0.606 1.031 -3.539 -0.34 -0.02 -0.47
C -0.095 2.415 -3.513 0.09 -0.10 0.08
P -0.584 3.214 -1.947 -0.19 0.17 0.15
O -2.084 3.413 -1.947 0.25 0.14 -0.07
O 0.113 2.566 -0.801 0.04 -0.04 0.00
C 0.001 4.980 -2.139 0.01 -0.02 0.07
N -1.243 5.780 -2.417 -0.06 -0.04 0.00
H -0.407 0.595 -4.435 -0.05 0.05 -0.21
H -1.619 1.008 -3.394 0.01 0.02 -0.04
H -0.045 0.255 -2.789 -0.22 0.75 0.02
H -0.483 2.991 -4.356 -0.02 -0.04 -0.01
H 0.993 2.380 -3.583 0.02 -0.02 0.00
H 0.743 5.149 -2.916 0.00 0.01 -0.01
H 0.412 5.298 -1.183 0.01 0.01 -0.02
H -1.313 6.070 -3.391 0.00 0.01 0.02
H -1.332 6.610 -1.834 0.02 -0.02 -0.01
H -2.014 5.068 -2.211 0.03 0.04 -0.03